Entry 1:
{"formula": "C32H59F3N8O8P3", "method": "ωB97M-V with the def2-TZVPD basis set", "multiplicity": 1, "homo_energy_ev": -9.7476, "total_charge": 1, "e_tot_ha": -3617.6199, "e_lumo_ha": -0.112, "species": ["C", "C", "N", "N", "C", "C", "C", "C", "N", "C", "C", "C", "P", "N", "O", "O", "N", "C", "C", "C", "C", "C", "C", "C", "C", "C", "C", "C", "C", "O", "C", "F", "F", "F", "C", "P", "O", "O", "O", "C", "O", "C", "C", "H", "H", "H", "H", "H", "H", "H", "H", "H", "H", "H", "H", "H", "H", "H", "H", "H", "H", "H", "H", "H", "H", "H", "H", "H", "H", "H", "H", "H", "H", "H", "H", "H", "H", "H", "H", "H", "H", "H", "H", "H", "O", "P", "N", "C", "C", "N", "C", "C", "N", "C", "C", "H", "H", "H", "H", "H", "H", "H", "H", "H", "H", "H", "H", "H", "H", "H", "H", "H", "H"], "coordinates": [[5.290464, -2.032660, -0.123883], [4.608527, -2.464207, -1.485518], [3.157433, -2.749174, -1.503019], [2.381266, -2.307018, -0.483970], [1.384149, -1.276341, -0.697618], [1.577610, -0.224958, -1.854720], [0.552906, 0.339384, -2.845471], [0.974355, 1.388536, -3.854476], [2.232704, 1.986078, -4.118552], [3.145615, 1.445427, -3.173830], [2.958286, 0.432086, -2.062349], [-0.100522, -1.980274, -0.634642], [-0.420613, -3.134383, -2.069450], [-0.167750, -4.695651, -1.888872], [0.531426, -2.704176, -3.444265], [-2.030884, -3.062051, -2.704268], [-0.469938, -2.379508, 0.789738], [-1.770633, -3.179350, 0.738990], [-3.136896, -2.534680, 0.314164], [-3.396435, -1.257822, -0.546052], [-4.036267, -3.746737, -0.338721], [-0.953275, -1.173873, 1.593345], [-0.842742, 0.315199, 1.163998], [-1.368261, 1.530639, 1.934249], [-2.123023, 1.353393, 3.263071], [-2.300997, -0.100802, 3.749029], [-1.758712, -1.281956, 2.945747], [0.701400, -3.087455, 1.454666], [0.417635, -4.630600, 1.905511], [-0.352468, -4.731030, 3.174446], [-0.053261, -5.939542, 3.836651], [1.109280, -5.827420, 4.640879], [-0.028971, -7.044789, 2.967564], [-1.129282, -6.167658, 4.745661], [1.212050, -2.491379, 2.870309], [2.199304, -0.929571, 2.995220], [3.291798, -0.647185, 1.970310], [1.300121, 0.483231, 3.388989], [3.108814, -1.126297, 4.470171], [2.075496, -3.235377, 0.623199], [2.348470, -4.575901, 0.072206], [3.552704, -5.147553, 0.628461], [3.524356, -6.724528, 0.205969], [5.069713, -2.670107, 0.790083], [6.435597, -2.086188, -0.278699], [5.077495, -0.909792, 0.038348], [4.826881, -1.661374, -2.293290], [5.156449, -3.410493, -1.869276], [2.841640, -2.579060, -2.459110], [1.416881, -0.623760, 0.264576], [-0.519619, -0.043011, -2.806067], [0.127072, 1.775129, -4.535089], [4.215633, 1.862784, -3.283268], [3.834119, 0.160210, -1.384752], [-0.738546, -1.078932, -0.995209], [0.111723, -4.800161, -0.908177], [1.018943, -3.504354, -3.744694], [-1.996525, -3.720748, -3.445047], [-2.037569, -3.637297, 1.773410], [-1.658747, -4.177882, 0.161380], [-3.755809, -2.315807, 1.274339], [-2.812538, -1.033770, -1.485010], [-3.305408, -0.318830, 0.126489], [-4.510081, -1.247244, -0.860840], [-4.952933, -3.359461, -0.887400], [-3.429674, -4.436049, -1.008477], [-4.434712, -4.393337, 0.533572], [-0.316221, 0.574790, 0.171027], [-1.208947, 2.610014, 1.528675], [-2.566977, 2.206104, 3.872956], [-2.882940, -0.285341, 4.724116], [-1.968594, -2.317955, 3.407776], [1.398217, -5.132657, 2.258395], [-0.091820, -5.277909, 1.140740], [0.452952, -2.463062, 3.715961], [1.960311, -3.304262, 3.233570], [1.805044, 1.224832, 2.973325], [3.382398, -2.076299, 4.514560], [2.982924, -3.129751, 1.342522], [4.524834, -4.741308, 0.200403], [3.550373, -5.161760, 1.787293], [4.128506, -7.349304, 0.956945], [2.459051, -7.112873, 0.117206], [4.091068, -6.768475, -0.798542], [-1.440851, 4.723943, 0.287689], [-1.885056, 6.150203, -0.096058], [-3.116190, 5.647515, -1.140047], [-3.059327, 5.292339, -2.539856], [-4.341501, 5.170544, -0.509907], [-0.365873, 6.544769, -0.808141], [-0.064872, 6.615889, -2.224675], [0.804853, 5.941533, -0.141345], [-2.397562, 7.802610, -0.452867], [-3.053688, 8.355077, -1.620790], [-1.744759, 8.828312, 0.360832], [-3.980694, 5.621951, -3.041290], [-2.948162, 4.211478, -2.690487], [-2.265324, 5.791546, -3.080180], [-4.963366, 6.020644, -0.208940], [-4.120848, 4.578823, 0.383183], [-4.940539, 4.537123, -1.169325], [-0.164666, 5.639278, -2.712989], [0.962018, 6.957265, -2.396204], [-0.676355, 7.351838, -2.742392], [0.963971, 4.908752, -0.470306], [0.678274, 5.949442, 0.941538], [1.708753, 6.516832, -0.352296], [-2.543890, 8.127771, -2.556736], [-3.121043, 9.446007, -1.569349], [-4.086365, 8.002733, -1.695923], [-0.834050, 9.197911, -0.121866], [-1.469425, 8.424033, 1.338490], [-2.408863, 9.676521, 0.552650]], "forces_ev_per_angstrom": [[0.7, 1.1, -0.7], [1.7, -0.2, -0.7], [1.7, -0.6, -1.0], [-1.5, 1.5, 0.3], [-0.9, 0.6, 1.4], [1.6, 2.9, -3.2], [2.9, 0.2, 1.0], [-0.6, -0.3, 0.2], [-1.4, -4.3, 4.5], [0.4, -0.4, 0.6], [-2.7, 0.3, -1.4], [-0.1, 3.9, -2.5], [-0.2, -4.3, -3.6], [0.0, 2.0, 1.4], [-1.5, 0.3, 2.2], [2.8, 1.0, 0.6], [-1.7, 1.0, -0.2], [-1.9, -3.6, 0.7], [-2.9, -0.6, -0.3], [-0.6, 2.1, 0.4], [0.2, -0.7, 1.1], [-2.3, 6.1, 3.5], [-0.4, -0.7, 0.9], [-0.9, -2.3, 1.8], [1.5, -3.5, -2.3], [1.4, 0.9, -2.8], [0.5, 1.2, -0.5], [2.1, -2.2, 2.5], [0.8, -0.8, 0.7], [0.7, -1.7, 0.0], [-2.1, -0.1, 1.6], [-2.4, -0.6, -2.4], [0.6, 2.6, 2.1], [2.8, 0.5, -2.2], [-0.3, -0.5, 1.0], [4.1, 3.2, 1.6], [-3.1, -0.8, 1.0], [1.7, -2.7, -1.0], [-2.4, -1.2, -2.2], [3.4, -1.3, -1.3], [-0.4, 1.0, 1.7], [0.0, -2.9, 0.2], [1.0, 0.9, -0.3], [0.0, 1.0, -1.2], [-1.8, 0.0, 0.1], [0.1, -2.0, 0.3], [-0.1, -1.1, 1.4], [-1.0, 1.3, 0.6], [-0.7, -0.2, 0.8], [-0.2, -0.9, -1.4], [1.5, 0.8, -0.4], [1.5, -0.7, 1.2], [-1.9, -0.7, 0.2], [-1.4, 0.5, -1.2], [0.4, -1.5, 1.3], [0.4, -0.7, -0.5], [-0.5, 0.3, 0.7], [0.0, 0.6, 0.8], [1.1, 1.2, -1.4], [0.4, 2.1, 0.3], [1.5, -0.2, -1.4], [-0.5, -0.7, 1.0], [0.0, -1.5, -1.1], [1.9, -0.2, 0.5], [1.4, -0.4, 0.7], [-0.8, 1.0, 0.7], [0.6, 0.9, -1.4], [-0.9, -0.4, 1.8], [-0.3, -2.2, 0.5], [0.8, -1.2, -1.1], [1.1, 0.1, -1.8], [0.4, 1.8, -0.9], [-1.2, 1.2, -1.6], [0.7, 0.8, 0.7], [0.6, 0.0, -1.4], [-1.1, 1.5, -0.7], [-0.4, -0.7, 0.3], [-0.1, 1.1, 0.1], [-2.0, 0.3, -0.5], [-1.5, 0.0, 0.7], [0.0, 0.6, -1.7], [-1.0, 1.0, -1.1], [1.5, 0.5, 0.1], [-1.2, -0.3, 1.5], [-1.1, 1.2, 3.5], [1.3, -0.8, -7.1], [-1.5, -0.3, -0.9], [0.1, 0.0, -0.1], [0.1, 0.3, 0.5], [1.9, -0.1, 1.0], [-0.3, 0.6, -0.3], [-0.3, -0.1, 0.1], [0.8, 0.3, 3.0], [-1.3, -0.5, -0.1], [0.1, 0.1, 0.2], [0.0, -0.1, 0.2], [0.0, 0.0, -0.1], [0.2, 0.0, 0.1], [-0.2, 0.0, 0.1], [0.0, 0.0, 0.0], [0.3, 0.1, -0.1], [0.0, 0.0, -0.1], [-0.1, -0.1, 0.3], [-0.2, -0.1, -0.1], [0.1, -0.1, 0.1], [0.0, -0.1, -0.1], [-0.1, 0.1, -0.2], [0.1, -0.2, 0.0], [0.2, -0.1, 0.4], [0.1, 0.0, -0.2], [0.0, 0.0, 0.0], [0.1, 0.0, -0.1], [0.0, -0.1, 0.0]], "lowdin_charge": [-0.102, -0.244, -0.043, -0.112, -0.201, -0.099, -0.012, -0.119, 0.046, -0.114, 0.013, -0.192, 0.737, -0.142, -0.201, -0.210, -0.073, -0.138, -0.341, -0.096, -0.071, -0.132, -0.007, -0.023, -0.014, -0.030, -0.010, -0.182, -0.058, -0.035, -0.461, 0.107, 0.123, 0.096, -0.148, 0.675, -0.304, -0.178, -0.181, -0.207, -0.178, -0.235, -0.060, 0.061, 0.096, 0.066, 0.109, 0.118, 0.115, 0.132, 0.095, 0.116, 0.117, 0.092, 0.104, -0.053, 0.086, 0.093, 0.147, 0.121, 0.143, 0.060, 0.086, 0.104, 0.087, 0.071, 0.095, 0.106, 0.098, 0.111, 0.114, 0.114, 0.143, 0.138, 0.116, 0.128, 0.095, 0.070, 0.130, 0.114, 0.127, 0.086, 0.082, 0.088, -0.320, 0.751, -0.365, -0.125, -0.125, -0.314, -0.128, -0.148, -0.306, -0.105, -0.140, 0.090, 0.083, 0.047, 0.076, 0.064, 0.082, 0.081, 0.086, 0.062, 0.073, 0.067, 0.080, 0.065, 0.090, 0.083, 0.082, 0.070, 0.080]}

---

Entry 2:
{"formula": "C22H49GdN2O2P3", "method": "ωB97M-V with the def2-TZVPD basis set", "multiplicity": 8, "homo_energy_ev": [-16.8337, -16.8402], "total_charge": 3, "e_tot_ha": -2916.4074, "de_lowest_kj_mol": 0.0, "e_lumo_ha": [-0.349, -0.446], "species": ["Gd", "P", "P", "P", "H", "C", "C", "H", "C", "C", "C", "C", "C", "C", "C", "C", "C", "H", "H", "H", "H", "H", "H", "H", "H", "H", "H", "H", "H", "H", "H", "H", "H", "H", "H", "H", "H", "H", "H", "H", "H", "H", "H", "H", "H", "H", "C", "C", "C", "C", "C", "C", "O", "H", "H", "H", "H", "H", "H", "C", "N", "C", "C", "O", "N", "C", "C", "H", "H", "H", "H", "H", "H", "H", "H", "H", "H", "H", "H"], "coordinates": [[0.739582, 0.216821, 0.135152], [-1.029305, 0.616070, -2.183826], [2.542062, -1.066790, -1.512588], [0.942688, 3.020987, -0.527631], [0.624583, 0.120950, 5.058522], [0.152721, 1.113755, 5.019069], [-1.137020, 1.254833, 4.652073], [-1.768401, 0.390248, 4.435744], [-2.025566, -0.875556, -2.573726], [-0.302562, 0.929566, -3.835126], [-2.403168, 1.833362, -2.123732], [3.888032, -1.754910, -0.472093], [2.112841, -2.536773, -2.545940], [3.503766, -0.092165, -2.735722], [-0.204348, 3.891591, 0.622894], [0.628907, 3.947497, -2.079058], [2.533139, 3.800196, -0.060416], [0.776975, 1.964479, 5.289984], [-1.606145, 2.244563, 4.596023], [-2.883127, -0.959758, -1.892440], [-1.414609, -1.783659, -2.486895], [-2.402265, -0.799344, -3.603680], [0.532332, 0.236909, -4.007421], [0.069262, 1.957858, -3.913364], [-1.074416, 0.757866, -4.598359], [-3.197648, 1.452546, -1.468001], [-2.818182, 1.979022, -3.131534], [-2.069816, 2.800902, -1.730066], [4.663571, -1.001673, -0.284264], [4.336336, -2.603218, -1.008036], [3.496928, -2.126703, 0.486656], [2.923156, -2.731476, -3.264110], [1.184585, -2.351796, -3.106069], [1.972178, -3.428154, -1.919686], [4.132550, -0.766459, -3.335390], [4.142951, 0.631907, -2.213048], [2.826357, 0.455749, -3.405018], [0.076892, 4.951596, 0.698692], [-0.156122, 3.436462, 1.623883], [-1.238482, 3.813517, 0.260238], [0.915019, 4.997899, -1.926546], [-0.422749, 3.903240, -2.383931], [1.246733, 3.531848, -2.884945], [2.594007, 4.808523, -0.492539], [3.357827, 3.192854, -0.455776], [2.642293, 3.857010, 1.029488], [3.369714, 0.957370, 2.254198], [4.585185, 0.301153, 2.273867], [5.655878, 0.960623, 2.887702], [5.465299, 2.209974, 3.487840], [4.195720, 2.791798, 3.528873], [3.111855, 2.133037, 2.940417], [2.319363, 0.515517, 1.418181], [2.612892, -0.195916, 0.522542], [4.692125, -0.687310, 1.821887], [6.645213, 0.496425, 2.896294], [6.312891, 2.731237, 3.938728], [4.035639, 3.754172, 4.016020], [2.092873, 2.520289, 2.968402], [-3.023699, -0.020649, 1.504333], [-2.964974, -1.450510, 1.209118], [-4.125438, -2.247581, 1.592596], [-1.793086, -1.956234, 0.794431], [-0.764079, -1.178836, 0.747217], [-1.654923, -3.245160, 0.412814], [-2.732385, -4.046480, -0.171426], [-0.300276, -3.736299, 0.176638], [-2.336730, 0.256039, 2.316407], [-4.051969, 0.207216, 1.807507], [-2.781129, 0.570759, 0.608193], [-4.747320, -2.513031, 0.724304], [-3.825692, -3.160992, 2.123100], [-4.731852, -1.637448, 2.265760], [-2.263940, -4.819022, -0.789645], [-3.326752, -4.548849, 0.602731], [-3.395036, -3.449114, -0.816401], [0.144096, -3.297049, -0.731933], [0.338988, -3.506895, 1.035150], [-0.363365, -4.823310, 0.049665]], "forces_ev_per_angstrom": [[-5.0, 1.0, -1.5], [-1.1, -0.2, -0.9], [2.1, -1.3, -1.6], [0.1, 2.1, 0.4], [-0.3, 0.5, 0.1], [-0.8, -0.3, -0.6], [1.0, 0.2, 0.1], [0.2, 0.2, 0.1], [0.1, -0.3, 0.1], [0.3, 0.1, 0.1], [0.1, 0.3, 0.3], [0.1, -0.3, 0.2], [-0.8, -0.1, 0.2], [-0.3, 0.7, 0.2], [-0.2, -0.4, 0.1], [-0.1, -0.5, -0.5], [0.4, -0.5, 0.1], [-0.2, -0.2, 0.0], [0.1, -0.4, 0.1], [0.3, 0.0, -0.1], [-0.2, 0.1, -0.1], [0.0, -0.1, 0.3], [-0.2, 0.2, -0.1], [-0.1, -0.3, -0.1], [0.3, 0.1, 0.2], [0.2, 0.1, -0.2], [0.1, -0.1, 0.3], [-0.2, -0.2, -0.1], [-0.2, -0.2, -0.1], [0.0, 0.2, 0.1], [0.2, -0.1, -0.2], [-0.1, 0.2, 0.3], [0.3, -0.1, 0.1], [0.0, 0.3, -0.2], [-0.2, 0.1, 0.3], [-0.1, -0.1, -0.2], [0.2, -0.1, 0.1], [-0.1, -0.3, -0.1], [0.0, 0.2, -0.2], [0.2, 0.1, 0.1], [-0.1, -0.3, 0.1], [0.3, 0.0, 0.0], [-0.1, 0.2, 0.1], [-0.1, -0.3, 0.2], [0.0, 0.3, 0.1], [0.0, 0.0, -0.3], [0.8, 0.3, 0.3], [0.2, 0.2, -0.1], [0.0, 0.0, 0.2], [0.1, 0.0, -0.1], [-0.2, -0.3, 0.1], [0.2, 0.1, -0.3], [2.0, -2.7, -1.8], [1.7, 2.1, 3.8], [0.1, 0.4, 0.2], [-0.4, 0.1, 0.0], [-0.3, -0.2, -0.2], [0.1, -0.3, 0.0], [0.3, 0.1, 0.0], [-0.1, 0.3, 0.0], [0.8, 0.0, -0.2], [-0.5, -0.5, 0.1], [-0.8, -0.5, 0.0], [-0.3, -0.4, 0.2], [0.3, 0.7, 0.0], [-0.5, -0.4, -0.1], [0.1, -0.1, 0.1], [-0.2, -0.1, -0.2], [0.4, 0.1, -0.1], [-0.1, -0.1, 0.2], [0.2, 0.1, 0.4], [-0.1, 0.4, -0.1], [0.1, -0.3, -0.1], [-0.2, 0.2, 0.1], [0.2, 0.1, -0.4], [0.3, -0.2, 0.3], [-0.2, -0.1, 0.2], [-0.1, -0.1, -0.2], [0.2, 0.4, 0.1]], "mulliken_spin": [6.454, 0.075, 0.128, 0.156, 0.000, 0.000, 0.000, 0.000, 0.000, 0.007, 0.001, 0.008, 0.004, 0.009, 0.002, 0.011, 0.007, 0.000, 0.000, 0.000, 0.000, 0.000, -0.001, -0.001, 0.002, 0.000, 0.001, 0.000, 0.000, 0.000, 0.001, 0.003, 0.000, 0.000, 0.004, -0.001, 0.000, 0.002, 0.001, 0.000, 0.004, 0.000, 0.001, 0.003, 0.000, -0.002, 0.002, 0.000, 0.000, 0.001, 0.000, -0.003, 0.063, 0.034, 0.000, 0.000, 0.000, 0.000, 0.000, 0.001, 0.001, 0.000, 0.003, 0.024, 0.000, 0.000, 0.001, -0.002, 0.000, 0.000, 0.000, 0.000, 0.000, 0.000, 0.000, 0.000, -0.001, 0.000, 0.000]}

---

Question: Number 2 is which compound?
Answer: C22H49GdN2O2P3